No. 1
118
Properties=species:S:1:pos:R:3:lowdin_charge:R:1 method="wB97M-V/def2-TZVPD" homo_energy_ev=-9.10 de_lowest_kcal_mol=0.00 homo_lumo_gap_ev=9.61 e_lumo_ev=0.52
C 3.195 2.825 -2.137 -0.02
C 2.756 4.196 -2.554 -0.53
O 2.489 5.008 -1.708 0.07
C 2.738 4.492 -4.003 -0.02
H 4.318 2.772 -1.844 0.12
H 3.028 2.035 -2.929 0.07
H 2.610 2.577 -1.267 0.07
H 3.738 4.354 -4.498 0.11
H 2.464 5.527 -4.141 0.08
H 2.113 3.869 -4.608 0.06
C 1.203 -2.891 6.203 -0.01
C 0.273 -3.208 5.073 -0.52
O -0.928 -3.273 5.237 0.05
C 0.854 -3.387 3.724 -0.03
H 1.639 -1.950 5.987 0.06
H 1.947 -3.683 6.305 0.09
H 0.652 -2.822 7.164 0.10
H 1.091 -2.405 3.289 0.07
H 0.086 -3.805 3.042 0.09
H 1.667 -4.112 3.757 0.09
C 1.896 2.573 3.527 0.00
C 1.398 1.126 3.724 -0.43
O 2.220 0.235 3.800 0.04
C -0.104 0.883 4.086 0.01
H 2.984 2.474 3.631 0.06
H 1.504 3.249 4.317 0.10
H 1.719 2.919 2.500 0.08
H -0.689 1.272 3.267 0.07
H -0.368 1.355 5.034 0.09
H -0.116 -0.168 4.169 0.04
C 0.086 0.130 -0.108 -0.01
C -0.586 -1.147 0.317 -0.50
O -0.507 -1.600 1.435 0.06
C -1.116 -1.981 -0.820 -0.02
H 0.503 0.822 0.623 0.08
H -0.675 0.721 -0.638 0.07
H 0.855 -0.243 -0.796 0.09
H -1.391 -2.961 -0.383 0.10
H -0.287 -2.162 -1.512 0.08
H -1.893 -1.512 -1.397 0.05
C -5.451 1.074 -0.410 -0.01
C -4.029 0.571 -0.429 -0.47
O -3.521 -0.016 -1.375 0.05
C -3.279 0.830 0.820 -0.01
H -6.086 0.806 -1.294 0.10
H -5.449 2.144 -0.237 0.08
H -5.855 0.645 0.507 0.09
H -3.613 0.245 1.667 0.07
H -3.422 1.808 1.145 0.06
H -2.169 0.692 0.793 0.08
C -4.756 -3.129 4.374 -0.02
C -4.518 -1.686 3.963 -0.42
O -5.276 -1.165 3.095 -0.01
C -3.324 -0.938 4.588 -0.02
H -3.867 -3.653 3.979 0.09
H -5.653 -3.442 3.874 0.07
H -4.704 -3.406 5.452 0.10
H -3.333 0.119 4.441 0.06
H -2.393 -1.289 4.140 0.06
H -3.317 -1.218 5.673 0.10
C -5.637 -2.689 -1.845 0.00
C -4.496 -3.172 -0.992 -0.50
O -3.676 -3.915 -1.508 0.04
C -4.389 -2.909 0.461 -0.02
H -5.540 -2.935 -2.870 0.07
H -5.809 -1.609 -1.671 0.07
H -6.494 -3.177 -1.441 0.08
H -3.826 -3.776 0.941 0.12
H -5.369 -2.867 0.891 0.07
H -3.782 -2.022 0.643 0.07
C -0.894 0.681 -3.686 -0.11
O 0.154 1.274 -2.934 -0.16
H -1.192 -0.318 -3.399 0.06
H -1.767 1.249 -3.551 0.06
H -0.677 0.681 -4.762 0.09
H 1.026 1.233 -3.366 0.04
C -0.634 4.654 1.693 -0.17
O -1.126 3.342 1.450 -0.14
H 0.418 4.863 1.561 0.07
H -1.166 5.441 1.154 0.08
H -0.816 4.880 2.758 0.08
H -1.027 3.261 0.479 0.04
C 4.813 -2.341 -3.381 -0.13
O 4.093 -1.130 -3.140 -0.13
H 5.571 -2.212 -4.202 0.09
H 5.381 -2.774 -2.547 0.08
H 4.103 -3.125 -3.744 0.08
H 4.212 -0.887 -2.261 -0.04
C 2.518 0.653 -5.824 -0.15
O 2.347 0.664 -4.442 -0.18
H 2.019 -0.168 -6.394 0.09
H 2.169 1.683 -6.071 0.09
H 3.587 0.584 -6.161 0.09
H 2.585 -0.182 -4.025 0.07
C 5.890 -0.073 -1.034 -0.13
O 4.532 -0.362 -0.764 -0.15
H 5.815 0.450 -1.953 0.07
H 6.341 0.517 -0.226 0.08
H 6.453 -0.992 -1.241 0.09
H 4.496 -0.725 0.161 0.09
C 5.059 0.659 2.397 -0.10
O 4.629 -0.744 2.157 -0.15
H 6.152 0.607 2.151 0.09
H 4.543 1.342 1.674 0.09
H 4.920 0.939 3.398 0.05
H 3.813 -0.927 2.632 0.05
C -0.824 -3.422 -3.982 -0.15
O 0.203 -2.464 -4.200 -0.14
H -1.497 -2.974 -3.245 0.05
H -1.324 -3.689 -4.924 0.08
H -0.481 -4.394 -3.600 0.09
H 1.060 -2.882 -4.360 0.07
C -1.122 4.482 -2.144 -0.18
O -0.447 3.571 -1.371 -0.15
H -1.247 4.122 -3.167 0.08
H -2.146 4.617 -1.741 0.08
H -0.700 5.498 -2.136 0.08
H -0.150 2.817 -1.933 0.06



No. 2
115
Properties=species:S:1:pos:R:3:lowdin_charge:R:1 method="wB97M-V/def2-TZVPD" homo_energy_ev=-17.36 de_lowest_kcal_mol=0.00 total_charge=+4 homo_lumo_gap_ev=9.42 e_lumo_ev=-7.94
C -0.155 3.289 -1.007 -0.09
C -1.554 2.724 -0.730 -0.25
C -2.526 3.735 -0.100 -0.19
C -2.008 4.272 1.225 -0.11
N -2.692 5.485 1.865 -0.26
C -2.576 6.764 1.006 -0.07
C -3.957 7.111 0.466 -0.12
C -4.792 5.841 0.644 -0.13
C -4.175 5.252 1.905 -0.12
C -2.143 5.730 3.226 0.02
H -0.212 4.299 -1.414 0.09
H 0.279 2.686 -1.806 0.05
H 0.474 3.228 -0.119 0.07
H -1.509 1.830 -0.102 0.07
H -1.949 2.345 -1.674 0.10
H -3.519 3.290 -0.042 0.12
H -2.647 4.610 -0.748 0.12
H -0.968 4.593 1.168 0.13
H -2.097 3.492 1.985 0.14
H -2.145 7.549 1.619 0.13
H -1.868 6.549 0.202 0.13
H -4.354 7.865 1.152 0.13
H -3.988 7.544 -0.529 0.13
H -5.867 5.955 0.739 0.14
H -4.581 5.172 -0.187 0.09
H -4.590 5.748 2.788 0.14
H -4.502 4.221 2.060 0.14
H -2.681 6.587 3.620 0.12
H -1.082 5.968 3.167 0.12
H -2.260 4.820 3.809 0.11
C 1.485 -4.323 -0.999 -0.01
N 1.097 -4.964 0.293 -0.33
C -0.187 -4.339 0.757 -0.02
C 0.779 -6.397 -0.015 0.02
C 2.103 -4.829 1.431 -0.09
C 3.189 -5.898 1.419 -0.21
O 3.809 -5.967 0.141 -0.04
H 1.593 -3.240 -0.958 0.03
H 0.747 -4.612 -1.741 0.11
H 2.433 -4.714 -1.367 0.11
H -0.819 -4.225 -0.127 0.09
H -0.188 -3.387 1.274 0.08
H -0.742 -5.111 1.293 0.11
H 0.604 -6.956 0.902 0.12
H 1.643 -6.842 -0.505 0.12
H -0.091 -6.430 -0.664 0.12
H 1.497 -4.873 2.334 0.14
H 2.539 -3.845 1.261 0.12
H 2.807 -6.878 1.697 0.13
H 3.922 -5.595 2.172 0.13
H 4.553 -5.356 0.140 0.11
C -6.245 -2.096 -2.938 0.01
N -4.751 -2.115 -3.145 -0.36
C -4.095 -1.961 -1.797 0.01
C -4.352 -3.405 -3.831 0.05
C -4.474 -0.882 -3.976 -0.11
C -3.014 -0.669 -4.379 -0.22
O -2.208 -0.015 -3.418 -0.11
H -6.534 -2.940 -2.311 0.11
H -6.692 -2.191 -3.923 0.12
H -6.556 -1.212 -2.389 0.12
H -4.700 -2.465 -1.046 0.11
H -4.004 -0.907 -1.556 0.11
H -3.116 -2.430 -1.833 0.08
H -4.402 -3.199 -4.894 0.12
H -5.020 -4.157 -3.420 0.11
H -3.354 -3.696 -3.518 0.10
H -4.878 -0.030 -3.439 0.14
H -4.987 -1.017 -4.931 0.14
H -3.019 -0.058 -5.280 0.14
H -2.564 -1.626 -4.668 0.13
H -1.762 -0.616 -2.798 -0.07
C 3.127 -0.725 6.039 0.04
N 3.042 -0.889 4.519 -0.36
C 4.114 -0.057 3.888 0.03
C 3.331 -2.324 4.231 0.01
C 1.649 -0.458 4.145 -0.09
C 1.353 -0.280 2.658 -0.23
O 1.809 -1.378 1.877 -0.15
H 4.180 -0.851 6.285 0.11
H 2.580 -1.546 6.491 0.12
H 2.807 0.272 6.319 0.12
H 4.169 -0.350 2.844 0.10
H 5.045 -0.208 4.427 0.12
H 3.860 0.996 4.007 0.12
H 4.269 -2.550 4.734 0.12
H 3.354 -2.500 3.163 0.08
H 2.569 -2.963 4.676 0.12
H 1.502 0.524 4.594 0.14
H 0.972 -1.144 4.650 0.15
H 1.773 0.657 2.279 0.12
H 0.267 -0.181 2.571 0.13
H 1.237 -1.409 1.081 -0.07
C 3.625 -1.193 -1.941 -0.01
N 3.792 0.298 -1.962 -0.35
C 3.625 0.839 -0.583 0.00
C 5.185 0.603 -2.466 0.04
C 2.677 0.853 -2.883 -0.07
C 2.871 2.304 -3.325 -0.21
O 3.875 2.411 -4.322 -0.05
H 4.387 -1.619 -1.293 0.11
H 3.665 -1.522 -2.975 0.12
H 2.653 -1.424 -1.492 0.03
H 4.422 0.467 0.058 0.11
H 2.643 0.574 -0.201 0.07
H 3.777 1.911 -0.688 0.10
H 5.457 1.599 -2.129 0.11
H 5.153 0.589 -3.551 0.11
H 5.867 -0.139 -2.064 0.11
H 1.813 0.831 -2.220 0.06
H 2.647 0.147 -3.705 0.14
H 3.167 2.894 -2.455 0.12
H 1.938 2.677 -3.745 0.13
H 4.516 3.089 -4.090 0.11
Br -0.164 -0.909 -0.880 -0.01



No. 3
117
Properties=species:S:1:pos:R:3:lowdin_charge:R:1 method="wB97M-V/def2-TZVPD" spin_multiplicity=6 homo_energy_ev="-13.79 / -13.79" de_lowest_kcal_mol=64.31 total_charge=+2 homo_lumo_gap_ev="7.88 / 3.39" e_lumo_ev="-5.91 / -10.40"
Fe 2.082 -2.775 -1.159 1.09
C -0.526 0.169 -0.529 -0.08
C -0.461 -1.218 0.063 -0.39
O 0.721 -1.875 -0.224 -0.33
H -0.569 0.167 -1.622 0.05
H 0.307 0.795 -0.207 0.06
H -1.440 0.705 -0.222 0.07
H -1.366 -1.792 -0.218 0.11
H -0.513 -1.130 1.166 0.10
C -1.375 -3.493 3.971 -0.05
C -1.603 -4.272 2.677 -0.42
C -2.835 -3.759 1.992 -0.07
O -0.412 -4.068 1.841 -0.09
H -1.332 -2.411 3.784 0.07
H -0.455 -3.777 4.477 0.08
H -2.211 -3.590 4.674 0.09
H -1.693 -5.342 2.847 0.15
H -2.911 -4.110 0.956 0.09
H -2.824 -2.660 1.924 0.07
H -3.770 -4.037 2.475 0.09
H -0.487 -3.161 1.499 0.05
C 3.014 -4.221 2.702 -0.04
C 2.978 -4.894 1.360 -0.43
C 2.707 -6.374 1.464 -0.04
O 1.938 -4.229 0.532 -0.16
H 3.216 -3.149 2.624 0.08
H 3.827 -4.643 3.306 0.10
H 2.137 -4.358 3.333 0.08
H 3.890 -4.722 0.780 0.14
H 3.462 -6.879 2.076 0.10
H 2.737 -6.866 0.492 0.09
H 1.782 -6.621 1.992 0.09
H 1.067 -4.407 0.981 0.07
C -2.495 5.135 -0.332 -0.05
C -3.458 4.922 -1.462 -0.45
C -2.909 3.955 -2.484 -0.05
O -4.681 4.332 -0.928 -0.07
H -2.309 4.180 0.174 0.08
H -2.812 5.848 0.425 0.09
H -1.523 5.430 -0.734 0.09
H -3.655 5.878 -1.951 0.15
H -2.683 3.001 -1.987 0.07
H -2.010 4.330 -2.968 0.09
H -3.638 3.776 -3.279 0.09
H -5.277 5.051 -0.674 0.13
C -0.293 1.658 3.794 -0.06
C 0.718 0.943 4.689 -0.47
C 2.017 0.621 3.979 -0.05
O 1.077 1.868 5.749 -0.05
H 0.180 2.441 3.200 0.06
H -1.084 2.045 4.439 0.08
H -0.769 0.985 3.069 0.06
H 0.229 0.029 5.056 0.13
H 1.771 0.366 2.935 0.06
H 2.564 -0.207 4.417 0.08
H 2.627 1.518 3.885 0.07
H 0.296 1.982 6.310 0.09
C -2.379 -1.137 -3.824 -0.05
C -2.703 -2.593 -3.592 -0.49
C -3.790 -3.193 -4.482 -0.05
O -1.524 -3.426 -3.709 -0.07
H -3.259 -0.529 -3.600 0.06
H -2.202 -0.975 -4.898 0.09
H -1.461 -0.819 -3.341 0.05
H -3.039 -2.735 -2.554 0.12
H -3.826 -4.272 -4.389 0.09
H -3.678 -2.919 -5.537 0.09
H -4.769 -2.786 -4.193 0.08
H -1.396 -3.648 -4.638 0.09
C -5.018 0.894 0.317 0.05
C -5.042 0.909 -1.232 -0.40
C -5.510 -0.369 -1.886 -0.02
O -5.905 1.939 -1.593 0.24
H -6.028 0.718 0.687 0.11
H -4.670 1.817 0.773 0.10
H -4.373 0.068 0.619 0.10
H -4.052 1.211 -1.657 0.17
H -6.535 -0.564 -1.544 0.11
H -4.938 -1.226 -1.533 0.10
H -5.521 -0.292 -2.968 0.09
H -5.430 2.846 -1.445 0.14
C 1.086 1.560 -4.497 -0.05
C 2.338 1.943 -3.723 -0.48
C 2.059 2.267 -2.288 -0.07
O 3.339 0.922 -3.823 -0.05
H 0.506 2.450 -4.754 0.08
H 0.448 0.884 -3.913 0.06
H 1.337 1.064 -5.434 0.09
H 2.787 2.754 -4.299 0.15
H 1.502 1.444 -1.838 0.05
H 1.528 3.207 -2.152 0.09
H 3.011 2.324 -1.757 0.08
H 2.986 0.077 -3.503 0.07
C 2.677 2.879 1.116 -0.07
C 3.729 3.912 1.458 -0.50
C 3.246 5.343 1.393 -0.05
O 4.266 3.612 2.730 -0.03
H 3.138 1.898 1.028 0.02
H 2.099 3.090 0.210 0.06
H 1.865 2.774 1.849 0.07
H 4.494 3.820 0.682 0.14
H 4.068 6.034 1.564 0.09
H 2.498 5.573 2.167 0.09
H 2.742 5.562 0.448 0.08
H 3.592 3.857 3.379 0.10
C 4.455 0.247 0.893 -0.03
C 4.065 -0.409 -0.417 -0.38
C 5.187 -0.592 -1.420 -0.03
O 3.514 -1.769 -0.097 -0.15
H 5.459 -0.094 1.189 0.11
H 3.778 0.084 1.727 0.08
H 4.613 1.321 0.768 0.08
H 3.232 0.115 -0.897 0.11
H 5.882 -1.386 -1.146 0.09
H 5.702 0.318 -1.721 0.10
H 4.735 -0.910 -2.374 0.07
H 4.117 -2.187 0.542 0.11



No. 4
121
Properties=species:S:1:pos:R:3:lowdin_charge:R:1 method="wB97M-V/def2-TZVPD" homo_energy_ev=-4.25 total_charge=-1 homo_lumo_gap_ev=6.15 e_lumo_ev=1.91
C -3.420 1.336 -1.028 -0.07
C -2.380 0.386 -1.594 -0.28
O -1.078 0.542 -1.069 -0.15
C -0.484 1.785 -1.445 -0.23
C 1.026 1.695 -1.359 -0.19
C 1.620 3.097 -1.482 -0.18
C 1.386 4.009 -0.248 -0.16
C 1.198 3.229 1.046 -0.13
C 0.597 4.049 2.211 -0.44
C 1.024 3.479 3.577 -0.06
C 0.677 2.029 3.995 -0.64
N 1.135 1.922 5.407 0.06
N -0.736 1.697 3.871 0.10
N 1.447 1.017 3.277 0.08
O 1.162 5.374 2.212 -0.32
P 0.049 6.545 2.881 0.28
S -1.375 8.150 3.670 0.22
O -1.228 5.315 2.935 -0.31
C -0.864 4.402 1.943 -0.47
O -1.814 3.385 1.731 0.00
H -3.266 2.356 -1.370 0.06
H -4.400 1.036 -1.407 0.08
H -3.472 1.294 0.056 0.07
H -2.337 0.488 -2.686 0.10
H -2.694 -0.636 -1.376 0.11
H -0.875 2.578 -0.800 0.12
H -0.750 2.017 -2.479 0.10
H 1.394 1.063 -2.169 0.10
H 1.293 1.203 -0.424 0.10
H 2.672 3.050 -1.764 0.10
H 1.117 3.561 -2.337 0.11
H 2.262 4.640 -0.109 0.11
H 0.570 4.692 -0.462 0.11
H 0.529 2.381 0.906 0.08
H 2.180 2.884 1.374 0.12
H 2.116 3.494 3.558 0.12
H 0.724 4.162 4.366 0.10
H 0.778 1.030 5.748 0.06
H 0.612 2.624 5.928 0.07
H -0.879 0.832 3.368 0.07
H -1.206 1.667 4.761 0.08
H 1.124 0.918 2.324 0.05
H 2.426 1.265 3.292 0.08
H 0.385 6.258 4.243 -0.02
H 1.081 7.555 2.886 -0.05
H -0.373 6.983 1.585 -0.02
H -2.072 7.540 4.637 -0.28
H -0.862 4.986 1.010 0.12
H -1.404 2.523 1.846 0.05
C -1.790 2.079 -6.430 -0.06
C -0.366 1.892 -5.929 -0.49
C 0.455 1.040 -6.885 -0.06
O -0.373 1.307 -4.630 -0.07
H -2.293 1.111 -6.511 0.08
H -2.363 2.691 -5.733 0.08
H -1.806 2.558 -7.410 0.08
H 0.109 2.867 -5.810 0.14
H 0.017 0.043 -6.977 0.08
H 1.471 0.917 -6.510 0.08
H 0.501 1.491 -7.878 0.08
H -0.784 0.437 -4.699 0.08
C 0.107 -3.277 1.291 -0.07
C 1.156 -3.601 2.345 -0.48
C 0.598 -3.462 3.754 -0.05
O 2.293 -2.761 2.179 -0.05
H -0.235 -2.244 1.397 0.10
H 0.528 -3.380 0.290 0.03
H -0.761 -3.935 1.379 0.06
H 1.519 -4.620 2.194 0.10
H 0.275 -2.433 3.934 0.08
H 1.364 -3.699 4.493 0.08
H -0.256 -4.125 3.910 0.08
H 2.008 -1.848 2.316 0.07
C 1.256 -3.150 -1.681 -0.06
C 1.612 -2.882 -3.135 -0.48
C 2.941 -2.154 -3.253 -0.05
O 0.569 -2.124 -3.751 -0.06
H 1.156 -2.206 -1.138 0.09
H 0.301 -3.671 -1.603 0.08
H 2.022 -3.752 -1.190 0.07
H 1.663 -3.823 -3.686 0.14
H 2.890 -1.188 -2.743 0.08
H 3.182 -1.961 -4.300 0.08
H 3.748 -2.739 -2.809 0.07
H 0.506 -1.289 -3.270 0.07
C 3.525 -5.850 1.015 -0.06
C 4.392 -5.917 -0.233 -0.49
C 5.800 -6.398 0.087 -0.06
O 4.439 -4.643 -0.874 -0.06
H 3.944 -5.143 1.736 0.09
H 2.522 -5.502 0.768 0.05
H 3.448 -6.828 1.496 0.09
H 3.936 -6.592 -0.959 0.14
H 6.289 -5.707 0.778 0.08
H 6.405 -6.441 -0.819 0.08
H 5.786 -7.389 0.544 0.08
H 4.832 -4.016 -0.257 0.10
C -4.756 5.225 -0.741 -0.05
C -5.684 4.416 0.156 -0.50
C -6.399 5.315 1.155 -0.06
O -4.955 3.402 0.835 -0.06
H -3.986 5.719 -0.144 0.09
H -4.250 4.573 -1.455 0.06
H -5.305 5.989 -1.295 0.07
H -6.422 3.893 -0.457 0.13
H -5.673 5.812 1.803 0.09
H -7.061 4.725 1.792 0.07
H -6.991 6.081 0.650 0.07
H -4.279 3.829 1.378 0.08
C -1.239 -7.169 -0.612 -0.05
C -0.155 -6.784 0.384 -0.47
C -0.209 -7.653 1.632 -0.05
O -0.258 -5.410 0.738 -0.14
H -2.229 -7.030 -0.168 0.08
H -1.185 -6.537 -1.498 0.08
H -1.143 -8.211 -0.920 0.08
H 0.823 -6.887 -0.089 0.13
H -1.168 -7.525 2.142 0.08
H 0.576 -7.364 2.331 0.07
H -0.088 -8.709 1.387 0.08
H -1.112 -5.266 1.161 0.09



| no. | E (eV) |
| --- | --- |
| 1 | -61981.3862 |
| 2 | -116953.3838 |
| 3 | -86165.6545 |
| 4 | -76390.6605 |